Below is C24H23FN4O3 in the gas phase, with properties calculated with the ωB97M-V functional and the def2-TZVPD basis.

```
55
Properties=species:S:1:pos:R:3:forces:R:3
O -1.630120 3.091104 1.346935 -0.2 0.2 -0.1
C -1.127701 1.994898 1.190224 0.0 -0.1 -0.1
C -1.513211 1.137041 0.018004 -0.4 -0.2 0.1
C -1.150807 1.506713 -1.269745 -0.1 -0.2 0.0
C -1.585071 0.787705 -2.374579 -0.1 0.1 0.0
C -1.140578 1.189464 -3.758627 0.0 -0.1 0.1
C -0.148961 0.177560 -4.268968 0.5 0.2 0.0
N 1.063863 0.353427 -3.867278 -0.6 0.6 0.2
N 2.014168 -0.514107 -4.210777 0.4 -0.3 -0.1
C 1.867521 -1.653216 -4.968775 0.1 0.2 0.1
O 2.816977 -2.376165 -5.194933 0.1 -0.2 -0.1
C 0.495317 -1.859372 -5.445245 -0.4 0.1 0.0
C 0.213113 -2.966544 -6.245323 0.1 0.0 0.0
C -1.063452 -3.171467 -6.716991 0.1 0.0 0.0
C -2.070441 -2.263096 -6.400003 0.0 0.0 0.0
C -1.806734 -1.166168 -5.610693 0.0 0.1 0.0
C -0.519107 -0.942205 -5.105727 0.4 -0.5 -0.3
C -2.402282 -0.320185 -2.180551 0.0 0.1 0.1
C -2.788039 -0.700466 -0.908112 0.0 0.0 0.2
C -2.341699 0.033458 0.173676 0.2 0.1 -0.2
F -2.714562 -0.343823 1.417619 0.0 0.1 -0.1
N -0.197492 1.488451 2.027098 0.2 0.0 0.1
C 0.452197 0.203847 1.915749 0.0 -0.5 0.1
C 0.106429 -0.651455 3.140753 0.2 -0.3 -0.3
N 0.455639 0.059549 4.353698 -0.2 -0.2 -0.1
C 1.554900 -0.331030 5.055343 -0.1 0.1 0.2
O 2.226509 -1.283439 4.705407 0.3 -0.2 0.0
C 1.859340 0.455809 6.294176 0.1 -0.2 0.1
C 2.991728 1.449416 6.237908 0.1 0.2 0.0
C 3.157041 0.171004 6.990399 0.0 -0.1 0.0
C -0.212308 1.335892 4.458038 0.1 0.4 -0.1
C 0.142919 2.199649 3.239691 -0.3 0.3 0.3
H -0.520432 2.372605 -1.401758 0.1 0.1 0.0
H -0.644505 2.158045 -3.707823 -0.1 0.0 -0.1
H -1.996555 1.265614 -4.427270 0.0 0.1 0.0
H 2.939159 -0.295674 -3.855358 -0.2 -0.1 -0.1
H 1.022156 -3.642076 -6.477639 0.1 -0.1 0.0
H -1.285655 -4.027577 -7.335501 0.0 -0.1 0.0
H -3.069569 -2.419229 -6.779778 -0.1 0.0 0.0
H -2.604016 -0.472644 -5.391432 -0.1 0.0 0.0
H -2.745260 -0.895266 -3.026828 0.0 -0.1 -0.1
H -3.428470 -1.552788 -0.745550 -0.1 -0.1 0.0
H 1.537479 0.361683 1.887092 -0.1 -0.1 0.0
H 0.148565 -0.298836 0.997842 0.1 0.0 0.1
H -0.966272 -0.865133 3.153823 0.1 0.0 0.0
H 0.671229 -1.584437 3.123730 -0.1 0.1 0.0
H 1.000726 0.699910 6.906255 0.1 0.1 0.0
H 2.885337 2.372765 6.788192 0.0 0.0 0.1
H 3.516866 1.556532 5.300551 0.0 -0.1 -0.1
H 3.777226 -0.595758 6.552527 0.0 0.0 -0.1
H 3.174050 0.199149 8.068690 -0.1 0.1 0.1
H -1.294630 1.164150 4.472634 0.1 0.1 0.0
H 0.079486 1.855676 5.367458 0.0 0.0 0.0
H 1.217320 2.416252 3.243100 0.0 0.0 0.0
H -0.419334 3.134789 3.248649 0.1 -0.1 0.0
```
Positions in Å, forces in eV/Å.

SMILES: O=C(c1cc(Cc2n[nH]c(=O)c3ccccc23)ccc1F)N1CCN(C(=O)C2CC2)CC1
F_max in eV/A: 0.84
E_HOMO in eV: -8.9